# 1
C17H26N2O4S2 in the gas phase, computed with ωB97M-V with the def2-TZVPD basis set.

Results
relative energy (zero: lowest compared OMol25 entry of this formula, charge and spin): 5.6 kcal per mole
structure (SMILES): COc1ccc(S(=O)(=O)NC[C@@H]2CCCN(C(=O)CCSC)C2)cc1
HOMO-LUMO gap: 9.01 eV
E: -1870.24058 Eh

Geometry as XYZ:
```
51
Properties=species:S:1:pos:R:3:forces:R:3:mulliken_charge:R:1
C -3.718 -0.011 -2.926 0.0 0.1 -0.2 -0.888
H -4.768 0.263 -3.013 0.1 0.0 0.0 0.250
H -3.438 -0.642 -3.773 0.0 0.0 0.0 0.361
H -3.107 0.897 -2.926 0.0 0.0 0.0 0.336
O -3.608 -0.707 -1.704 0.1 -0.2 0.3 -0.437
C -2.397 -1.183 -1.325 0.1 -0.1 0.2 0.424
C -1.219 -1.029 -2.056 -0.2 0.1 -0.1 -0.477
C -0.030 -1.527 -1.550 0.1 -0.1 -0.1 -0.409
C -0.012 -2.158 -0.323 0.6 -0.3 0.1 -0.308
C -1.177 -2.339 0.401 -0.1 0.0 0.0 -0.422
C -2.368 -1.863 -0.101 0.0 0.1 -0.3 -0.348
H -3.292 -1.989 0.440 -0.1 0.0 0.1 0.494
H -1.130 -2.852 1.347 -0.1 -0.1 0.2 0.472
S 1.537 -2.705 0.362 0.0 0.4 0.2 1.446
O 1.295 -3.728 1.335 -0.2 0.2 0.2 -0.754
O 2.463 -2.957 -0.707 -0.2 0.3 -0.1 -0.694
N 2.034 -1.335 1.222 -0.3 -0.8 -0.1 -0.248
H 2.235 -1.609 2.170 0.0 -0.2 0.2 0.366
C 3.049 -0.512 0.589 0.0 0.4 -0.7 -1.755
H 3.564 -1.120 -0.162 0.2 0.2 0.2 0.447
H 3.780 -0.178 1.328 0.0 -0.1 0.1 0.375
C 2.400 0.695 -0.098 0.5 0.0 0.2 2.780
C 3.278 1.272 -1.208 -0.4 -0.1 -0.1 -1.255
C 2.559 2.448 -1.866 0.2 0.1 0.2 -0.531
C 2.171 3.486 -0.814 -0.1 0.2 -0.4 -1.076
N 1.380 2.879 0.240 0.4 0.2 -0.1 0.187
C 0.060 3.164 0.318 -0.3 0.0 0.5 0.856
O -0.478 3.934 -0.458 -0.3 0.1 -0.2 -0.694
C -0.740 2.521 1.443 0.0 0.1 -0.2 -0.820
C -1.196 1.116 1.067 -0.4 -0.1 0.4 0.635
H -0.375 0.401 1.072 0.1 0.0 -0.1 -0.637
H -1.664 1.111 0.083 0.1 0.0 -0.1 0.160
S -2.421 0.459 2.248 0.0 0.2 0.0 -0.068
C -3.936 1.144 1.518 0.5 -0.1 0.1 -0.679
H -3.852 2.224 1.444 -0.1 0.1 0.0 0.273
H -4.751 0.882 2.183 -0.1 0.0 0.0 0.382
H -4.095 0.700 0.539 -0.1 0.0 -0.1 0.069
H -0.179 2.504 2.378 0.0 0.0 0.0 0.378
H -1.619 3.154 1.585 0.2 0.0 0.0 0.437
C 2.076 1.808 0.911 -0.2 -0.4 -0.1 -1.969
H 1.489 1.405 1.733 0.0 0.1 0.1 0.557
H 3.013 2.209 1.319 0.0 -0.1 0.1 0.348
H 1.574 4.283 -1.258 0.2 -0.1 0.1 0.471
H 3.072 3.917 -0.364 0.0 0.0 0.0 0.343
H 3.198 2.915 -2.617 0.0 0.0 -0.1 0.435
H 1.654 2.092 -2.361 -0.1 0.0 -0.1 0.271
H 3.496 0.501 -1.949 0.1 -0.1 0.0 0.463
H 4.227 1.609 -0.784 0.1 0.0 0.0 0.330
H 1.458 0.356 -0.540 0.0 0.1 0.0 -0.809
H 0.890 -1.442 -2.108 0.1 0.1 -0.1 0.463
H -1.218 -0.528 -3.010 0.0 0.0 -0.1 0.466
```
Positions in Å, forces in eV/Å.

=====

# 2
A molecular structure, C4H8HgO3 in a non-equilibrium geometry, computed with ωB97M-V with the def2-TZVPD basis set.

Results
relative energy (zero: lowest compared OMol25 entry of this formula, charge and spin): 37.2 kcal per mole
HOMO-LUMO gap (alpha / beta): 7.55 / 7.56 eV
2S+1: 2
E: -535.84743 Eh
total charge: +1

Geometry as XYZ:
```
16
Properties=species:S:1:pos:R:3:forces:R:3:lowdin_spin:R:1
O 1.124 0.574 -1.090 2.2 2.7 0.1 0.161
O 1.769 -0.184 -3.096 0.6 -0.2 2.1 0.244
C 2.016 0.005 -1.952 0.1 0.1 -2.9 0.511
O 0.123 -2.141 -1.073 3.0 -6.5 -0.8 0.022
C 0.096 -3.171 -2.006 -0.3 -1.3 -1.2 0.002
C 1.574 1.695 -0.241 0.6 0.4 0.1 0.014
C 0.452 2.024 0.709 -0.1 0.0 -0.1 0.008
H -0.513 -2.964 -2.903 0.1 0.0 0.4 0.001
H 1.122 -3.343 -2.381 -0.3 0.2 0.3 0.000
H -0.250 -4.111 -1.544 0.0 0.4 -0.1 0.001
H 2.481 1.370 0.281 -0.2 0.1 -0.2 0.006
H 1.799 2.513 -0.934 0.0 -0.1 0.3 0.003
H 0.216 1.179 1.374 0.2 0.1 0.0 0.001
H 0.774 2.859 1.344 -0.2 -0.2 -0.1 0.002
H -0.457 2.340 0.177 0.2 0.1 0.1 0.002
Hg -0.493 -0.536 -0.656 -5.8 4.2 2.1 0.023
```
Positions in Å, forces in eV/Å.

=====

# 3
A molecular structure, C17H20FN2O5Tl, computed with ωB97M-V with the def2-TZVPD basis set.

Results
HOMO-LUMO gap: 6.88 eV
E: -1417.77087 Eh

Geometry as XYZ:
```
46
Properties=species:S:1:pos:R:3:forces:R:3:mulliken_charge:R:1
Tl -0.368 0.064 0.298 0.3 0.1 0.4 2.178
O 0.542 -3.034 5.663 0.0 0.0 0.0 -0.561
C 0.395 -2.470 4.616 0.0 0.0 0.0 0.507
C 1.264 -1.341 4.057 0.0 0.0 0.0 -0.121
O 2.244 -0.863 4.579 0.0 0.0 0.0 -0.623
C 0.666 -0.995 2.766 0.0 0.0 -0.1 0.607
C -0.427 -1.810 2.477 0.0 0.1 0.0 0.871
O -1.107 -1.738 1.363 0.0 0.0 0.0 -1.056
C -0.692 -2.750 3.574 0.0 0.0 0.1 -0.031
O -1.567 -3.576 3.658 0.0 0.0 0.0 -0.614
O 1.104 -0.066 1.954 0.0 0.0 0.0 -0.735
C 2.075 2.257 -0.157 0.0 0.0 0.0 -1.234
N 1.451 1.305 -1.080 0.1 0.1 0.0 0.496
C 0.837 2.016 -2.199 0.0 0.0 0.0 -1.118
C 2.395 0.286 -1.525 -0.1 -0.1 0.0 -0.966
C 1.663 -0.964 -1.999 0.1 0.0 0.0 -0.825
N 0.872 -1.581 -0.922 -0.3 0.0 -0.2 0.333
C 1.750 -2.314 0.010 0.0 0.0 0.0 -1.355
C -0.114 -2.529 -1.481 0.0 0.0 0.0 -1.112
H 2.891 2.805 -0.646 0.0 0.0 0.0 0.413
H 2.459 1.724 0.712 0.0 0.0 0.0 0.335
H 1.327 2.975 0.178 0.0 0.0 0.0 0.370
H 1.582 2.595 -2.760 0.0 0.0 0.0 0.344
H 0.079 2.699 -1.817 0.0 0.0 0.0 0.349
H 0.355 1.319 -2.884 0.0 0.0 0.0 0.285
H 3.043 0.037 -0.684 0.0 0.0 0.0 0.428
H 3.039 0.660 -2.332 0.0 0.0 0.0 0.399
H 2.391 -1.689 -2.378 0.0 0.0 0.0 0.373
H 0.988 -0.725 -2.822 0.0 0.0 0.0 0.381
H 2.287 -3.091 -0.543 0.0 0.0 0.0 0.447
H 1.143 -2.779 0.782 0.0 0.0 0.0 0.392
H 2.452 -1.640 0.491 0.0 0.0 0.0 0.355
H 0.395 -3.358 -1.983 0.0 0.0 0.0 0.395
H -0.747 -2.017 -2.206 0.0 0.0 0.0 0.343
H -0.729 -2.916 -0.671 0.0 0.0 0.0 0.363
F -3.067 5.404 2.033 0.0 0.0 0.0 -0.322
C -2.508 4.255 1.614 0.0 0.0 0.0 0.369
C -3.022 3.642 0.488 0.0 0.0 0.0 -0.648
C -2.442 2.456 0.059 0.0 0.0 -0.1 -0.403
C -1.366 1.911 0.750 -0.2 -0.1 -0.2 -0.188
C -0.875 2.545 1.889 0.0 0.0 0.0 -0.518
C -1.448 3.731 2.326 0.0 0.0 0.0 -0.740
H -3.861 4.086 -0.030 0.0 0.0 0.0 0.448
H -2.845 1.967 -0.818 0.0 0.0 0.0 0.413
H -0.047 2.116 2.442 0.0 0.0 0.0 0.515
H -1.088 4.242 3.209 0.0 0.0 0.0 0.461
```
Positions in Å, forces in eV/Å.

=====

# 4
2 unconnected molecules or ions with the total composition C39H60FN2O7PS in a non-equilibrium geometry, computed with ωB97M-V with the def2-TZVPD basis set.

Results
structure (SMILES): Cc1c(CCCCCCCCCCCCn2cccc2)ccc2c1Nc1c(ccc(COCOCCO)c1F)S2.CCOP(=O)(OCC)OCC
HOMO-LUMO gap: 5.63 eV
E: -2997.05482 Eh

Geometry as XYZ:
```
111
Properties=species:S:1:pos:R:3:forces:R:3:mulliken_charge:R:1
C -1.127 3.233 -0.344 0.6 0.9 0.7 -1.697
C 0.029 3.887 -1.245 1.3 0.4 -1.3 1.082
C 0.014 3.590 -2.788 2.4 2.9 1.3 0.283
C -1.115 2.634 -3.425 1.7 -0.4 -0.1 -0.798
C -0.574 1.105 -3.212 -0.4 -0.5 0.5 -0.072
C -1.467 0.260 -2.177 0.2 -0.3 0.1 0.237
C -1.081 -1.323 -2.143 -0.3 1.1 0.5 -0.840
C 0.183 -1.623 -1.188 -0.2 -0.4 -0.4 0.449
C -0.176 -1.713 0.375 0.7 0.0 0.7 -0.274
C 0.021 -3.174 1.022 0.3 -0.2 -0.1 -1.024
C 1.504 -3.778 0.840 0.0 -0.5 1.4 -0.318
C 2.554 -3.223 1.945 0.2 -0.3 0.4 -0.203
C 3.892 -4.144 2.045 0.5 0.6 0.2 -0.862
C 5.222 -3.324 1.625 0.3 -1.1 -0.4 -0.534
C 5.334 -3.136 0.008 0.7 -0.1 1.3 -0.663
N 5.184 -1.699 -0.368 -1.4 1.5 -1.1 0.152
C 3.875 -1.234 -0.758 1.3 4.4 -0.6 0.018
C 3.905 0.281 -1.074 4.1 -4.3 1.7 -0.420
C 5.414 0.616 -0.851 -0.9 -2.9 0.7 -0.631
C 6.206 -0.647 -0.380 -4.7 2.4 -1.7 -0.450
C 1.144 4.267 -3.651 0.0 0.4 2.8 -0.723
C 2.266 5.156 -3.032 -2.9 -1.9 2.4 -0.672
C 2.235 5.370 -1.500 -2.0 -1.7 -0.1 0.401
C 1.128 4.770 -0.552 -0.2 -0.9 -4.5 -0.060
N 1.136 5.030 0.896 2.0 -1.1 -1.2 -0.351
C 2.437 4.762 1.525 3.1 -0.7 1.9 -0.284
C 3.774 5.359 0.945 -1.0 -2.0 2.3 0.357
C 5.142 5.101 1.626 -3.8 -1.6 1.3 -0.681
C 5.154 4.202 2.889 -2.3 0.6 -1.2 -0.580
C 3.868 3.548 3.516 -0.3 2.0 -2.8 0.267
C 4.007 2.631 4.847 0.8 0.6 -1.8 -0.471
O 2.890 1.727 4.970 0.8 1.4 1.9 -0.202
C 2.486 1.527 6.341 -1.9 -0.3 -0.8 -0.301
O 2.720 0.141 6.663 0.6 2.0 1.2 -0.222
C 3.326 -0.051 7.965 -0.3 -2.6 0.6 -0.389
C 2.373 -1.121 8.748 -0.3 1.8 -0.1 -0.354
O 1.395 -0.289 9.477 -0.2 -0.4 -1.1 -0.541
C 2.528 3.871 2.814 2.0 1.1 -1.2 0.685
F 1.275 3.377 3.304 2.6 1.1 -1.0 -0.353
S 3.546 6.369 -0.612 -0.8 -1.7 0.6 -0.313
H -1.386 4.002 0.482 0.2 -1.2 -1.3 0.487
H -2.088 3.000 -0.910 1.5 0.4 0.7 0.246
H -0.785 2.283 0.210 -0.4 1.4 -1.0 0.254
H -2.156 2.801 -2.989 1.5 -0.2 -0.4 0.342
H -1.211 2.758 -4.564 0.3 0.3 1.8 0.357
H 0.501 1.106 -2.788 -1.6 0.1 -1.0 -0.181
H -0.598 0.566 -4.234 0.2 0.8 1.6 0.467
H -2.573 0.424 -2.458 1.6 -0.5 0.5 0.201
H -1.297 0.627 -1.097 -0.4 -0.3 -1.7 -0.404
H -0.913 -1.664 -3.225 -0.2 0.2 1.7 0.430
H -1.985 -1.841 -1.660 1.3 0.4 -1.0 0.181
H 0.600 -2.649 -1.530 -0.5 1.7 0.6 0.212
H 1.018 -0.832 -1.322 -1.4 -1.3 0.0 -0.506
H 0.555 -1.003 0.928 -1.2 -1.1 -0.7 0.175
H -1.228 -1.353 0.647 1.3 -0.4 -0.7 0.372
H -0.199 -3.129 2.159 0.4 0.0 -1.8 0.342
H -0.715 -3.955 0.604 0.9 1.4 0.3 0.290
H 1.928 -3.683 -0.216 -0.6 0.0 1.4 -0.010
H 1.411 -4.914 1.046 0.2 1.7 -0.4 0.380
H 2.089 -3.237 3.005 0.4 0.0 -1.8 0.388
H 2.857 -2.128 1.764 -0.5 -1.6 0.1 0.171
H 4.078 -4.513 3.124 -0.5 0.6 -1.6 0.324
H 3.788 -5.098 1.403 0.2 1.5 0.8 0.363
H 6.135 -3.954 1.922 -1.3 0.9 -0.3 0.324
H 5.321 -2.327 2.186 -0.4 -1.4 -1.0 0.314
H 4.516 -3.811 -0.453 1.4 1.4 0.4 0.303
H 6.384 -3.470 -0.329 -1.7 0.4 0.4 0.347
H 2.911 -1.827 -0.851 2.0 0.3 0.4 0.203
H 3.019 0.922 -1.380 1.6 -0.9 0.4 0.360
H 5.836 1.660 -1.011 -0.4 -1.8 0.4 0.311
H 7.313 -0.746 -0.122 -2.1 -0.2 -0.4 0.324
H 1.166 4.097 -4.790 -0.1 0.3 2.1 0.257
H 3.094 5.635 -3.673 -1.6 -0.9 1.2 0.301
H 0.370 4.559 1.393 0.6 0.2 -0.4 0.385
H 6.060 5.586 1.152 -1.4 -1.0 1.0 0.319
H 6.162 3.998 3.409 -1.8 0.3 -1.0 0.251
H 4.975 2.008 4.717 -1.4 1.1 0.3 0.246
H 4.135 3.366 5.711 -0.4 -1.2 -0.9 0.316
H 1.335 1.676 6.357 1.7 -0.2 -0.1 0.205
H 2.911 2.282 7.084 0.0 -1.2 -1.0 0.313
H 4.339 -0.559 7.799 -1.1 1.0 0.3 0.278
H 3.356 0.870 8.634 0.1 -1.1 -1.1 0.303
H 1.778 -1.756 8.008 1.3 0.5 0.9 0.226
H 2.932 -1.711 9.547 -0.8 0.7 -1.2 0.311
H 0.781 0.110 8.809 0.9 -0.6 0.8 0.298
O -5.107 -0.674 -2.882 -2.3 2.7 2.9 -0.657
P -6.609 -0.890 -3.111 1.4 -6.1 -6.8 1.113
O -6.578 -2.529 -2.874 -0.1 0.5 0.8 -0.295
C -6.505 -3.005 -1.537 -0.1 -0.3 0.3 -0.312
C -7.842 -2.878 -0.832 -0.1 0.1 0.1 -0.999
O -6.481 -0.845 -4.768 -0.6 1.0 0.6 -0.361
C -5.494 -0.035 -5.401 0.4 -0.1 -0.2 -0.325
C -4.313 -0.889 -5.822 0.1 -0.2 -0.1 -1.071
O -8.306 -0.999 -3.308 1.2 2.2 2.9 -0.440
C -8.960 -1.486 -4.479 -0.5 0.1 -1.0 -0.195
C -8.675 -2.934 -4.826 0.5 -0.1 0.1 -0.878
H -5.722 -2.471 -0.988 0.0 -0.1 -0.1 0.232
H -6.216 -4.058 -1.585 0.0 0.1 -0.1 0.323
H -8.112 -1.828 -0.695 0.0 0.0 0.0 0.291
H -7.807 -3.353 0.153 0.0 0.0 -0.1 0.410
H -8.637 -3.342 -1.419 0.1 0.0 0.0 0.188
H -5.186 0.790 -4.753 0.0 -0.2 0.0 0.312
H -5.953 0.412 -6.287 -0.1 -0.1 0.1 0.320
H -3.931 -1.496 -4.997 -0.1 0.2 0.1 0.218
H -3.497 -0.268 -6.203 -0.1 0.0 0.0 0.374
H -4.612 -1.588 -6.609 0.0 0.1 0.0 0.333
H -8.762 -0.825 -5.326 0.2 -0.1 0.1 0.233
H -10.032 -1.395 -4.275 0.2 0.1 0.4 0.364
H -7.644 -3.078 -5.155 -0.1 0.1 0.1 0.221
H -9.328 -3.264 -5.638 -0.1 0.2 0.1 0.399
H -8.837 -3.584 -3.963 -0.1 0.1 -0.1 0.179
```
Positions in Å, forces in eV/Å.

=====

Look up the E of the second one.
-535.84743 Eh